Entry 1:
Below is C6H12NOP in the gas phase at a distorted geometry, with properties calculated with ωB97M-V/def2-TZVPD.

Each line ends with the Mulliken charge.
Positions of all 21 atoms, in Å:
1 C 2.719939 0.736971 0.764972  -1.133
2 C 1.724355 0.977293 -0.384087  -0.617
3 C 0.370055 0.276468 -0.176662  0.108
4 P -1.061094 1.234013 -0.185253  -0.121
5 C -2.639331 0.167587 0.039951  0.455
6 O -3.714956 0.718492 0.327580  -0.608
7 N -2.397849 -1.138852 0.002423  -0.182
8 C -1.055480 -1.724697 0.098073  -0.472
9 C -0.011819 -1.157484 -0.732180  -0.473
10 H 2.378922 1.018864 1.706746  0.361
11 H 3.698626 1.289518 0.703538  0.363
12 H 3.067799 -0.389576 0.769887  0.210
13 H 2.330587 0.627239 -1.293196  0.224
14 H 1.728908 2.090042 -0.526734  0.359
15 H -1.576770 2.332023 -1.112661  0.101
16 H -1.292926 1.965657 1.008017  0.080
17 H -3.143815 -1.669811 0.238695  0.194
18 H -1.286315 -2.758424 -0.056546  0.385
19 H -0.722058 -1.611847 1.194705  0.245
20 H 1.023362 -1.794065 -0.567775  0.243
21 H -0.140142 -1.189417 -1.819500  0.277

Atoms 1-3, force components in eV/Å:
2.38 -2.23 -1.24
1.69 -0.11 -0.68
-1.15 0.53 -1.15

Summary:
- spin multiplicity = 1
- net charge = 0
- maximum force (Eh/bohr) = 0.100
- calculated total energy (Ha) = -707.0417

---

Entry 2:
Below is a 2-piece molecular cluster, C6H12NP overall at a distorted geometry, with properties calculated with ωB97M-V/def2-TZVPD.

Each line ends with the Mulliken charge.
Positions of all 20 atoms, in Å:
1 C -0.772801 -1.215811 -2.088526  -1.578
2 C 0.200551 -1.022051 -0.993968  0.550
3 C 1.532990 -0.740102 -1.769686  -1.612
4 C -0.212209 -0.024959 0.072473  -0.122
5 C 0.407480 -0.213264 1.348529  -0.458
6 P -1.079438 -0.756983 1.631834  -0.183
7 H -1.755982 -1.158395 -1.713427  0.493
8 H -0.729981 -0.372260 -2.754596  0.354
9 H -0.766723 -2.229697 -2.489147  0.381
10 H 0.400566 -2.030554 -0.549302  0.185
11 H 1.621767 -1.560530 -2.372698  0.481
12 H 1.505754 0.193410 -2.326635  0.377
13 H 2.399715 -0.728916 -1.166294  0.395
14 H -0.529476 0.957646 -0.295585  0.428
15 H 1.355702 -0.241676 1.932442  0.345
16 C -1.053440 2.154904 2.695518  -0.345
17 N -0.090928 2.839220 2.319615  -0.502
18 H -0.989175 1.158668 3.186800  0.295
19 H -2.128645 2.432365 2.528519  0.259
20 H 0.684273 2.558987 2.804134  0.259

Atoms 1-3, force components in eV/Å:
-1.36 -0.24 0.06
1.95 -0.77 -0.32
-1.22 1.81 1.96

Summary:
- spin multiplicity = 1
- net charge = 0
- maximum force (Eh/bohr) = 0.069
- calculated total energy (Ha) = -631.7638

---

Entry 3:
Below is an isolated ion of composition C6H12NS and charge +1 at a distorted geometry, with properties calculated with ωB97M-V/def2-TZVPD.

Each line ends with the Mulliken charge.
Positions of all 20 atoms, in Å:
1 C 2.448460 -1.193774 0.745328  -1.052
2 C 1.534960 -0.258819 0.376684  0.924
3 C -0.479788 1.043770 0.766708  -0.441
4 C -1.548784 0.892879 -0.382232  -0.681
5 C -2.969177 -1.368344 -0.571090  -0.172
6 C 1.845274 0.542448 -0.843287  -1.296
7 N 0.273316 -0.153939 1.045465  -0.254
8 S -3.109179 0.115682 0.096158  0.235
9 H 2.426409 -1.971253 1.612836  0.217
10 H 3.219663 -1.403870 0.119425  0.330
11 H 0.276943 1.867257 0.482356  0.141
12 H -1.180085 1.289162 1.681576  0.477
13 H -1.707638 1.888559 -0.738994  0.493
14 H -1.126970 0.374200 -1.200508  0.329
15 H -2.042826 -1.627384 -1.067717  0.276
16 H -3.782794 -2.058085 -0.662128  0.311
17 H 1.820704 1.576641 -0.496153  0.325
18 H 1.002886 0.440531 -1.647416  0.175
19 H 2.775073 0.366456 -1.346061  0.401
20 H 0.323550 -0.362117 2.029056  0.262

Atoms 1-3, force components in eV/Å:
-2.77 -0.57 2.70
1.55 -3.05 0.69
-1.13 0.78 1.36

Summary:
- spin multiplicity = 1
- net charge = +1
- maximum force (Eh/bohr) = 0.076
- calculated total energy (Ha) = -688.3879

---

- What is the net charge in the second record?
  0

---

- Among the records above, which one has the lowest maximum force?
  C6H12NP

---

- Among the records above, which one has the highest net charge?
  C6H12NS